{"formula": "C9H11NOS", "method": "the ωB97M-V functional and the def2-TZVPD basis", "total_energy_ev": -23878.869, "e_above_lowest_kj_mol": 538.9, "e_homo_ev": [-7.664, -8.229], "lumo_ev": [-1.36, -0.60], "homo_lumo_gap_ev": [6.300, 7.634], "elements": ["C", "C", "C", "C", "C", "C", "C", "C", "C", "N", "O", "S", "H", "H", "H", "H", "H", "H", "H", "H", "H", "H", "H"], "xyz": [[0.648, 1.984, 0.525], [-2.384, 0.391, 0.612], [-1.982, 0.692, -0.699], [-1.138, -1.423, -0.290], [-0.138, -0.120, 1.624], [-1.475, -0.704, 1.032], [-1.132, -0.309, -1.214], [0.694, 0.639, 0.668], [2.703, 0.261, -1.407], [0.521, 3.009, 0.044], [2.067, -1.648, 0.331], [2.248, -0.201, 0.291], [-2.615, 1.059, 1.370], [-2.268, 1.608, -1.093], [-0.192, -2.069, -0.203], [-1.939, -2.023, -0.527], [-0.425, 0.682, 2.422], [0.386, -0.907, 2.120], [-1.708, -1.462, 1.767], [-0.537, -0.115, -2.081], [1.878, 0.149, -2.190], [3.377, -0.586, -1.650], [3.412, 1.092, -1.451]], "mulliken_charge": [0.07, -0.83, -0.33, -0.77, -1.12, 0.21, -0.59, 0.39, -0.86, -0.56, -0.59, 0.44, 0.47, 0.55, 0.22, 0.48, 0.37, 0.58, 0.43, 0.51, 0.20, 0.39, 0.36]}